Record 1
The following is a DFT calculation (ωB97M-V/def2-TZVPD) of a molecular structure, C9H18FO9Rb.

The calculation puts the orbital gap at 4.8 eV. The value obtained for the total energy is -31421.224 eV. As for the charge: 0. As for the spin multiplicity: 1. Its energy above the lowest of the compared OMol25 structures with the same formula, charge and spin is 4.584 eV. The value obtained for the highest occupied orbital energy is -6.046 eV. The largest force on an atom comes out at 0.070 hartree/bohr.

Last column: Mulliken charge in e.
Atoms and positions in Å:
1 Rb 0.09 -2.13 -0.08  0.956
2 F -3.03 -5.31 0.80  -0.960
3 C 1.88 4.75 2.25  -0.647
4 O 1.22 3.75 1.39  -0.274
5 C 1.10 3.80 0.06  0.781
6 O 0.62 2.87 -0.62  -0.621
7 O 1.33 5.03 -0.49  -0.324
8 C 1.25 5.18 -1.94  -0.578
9 H 1.56 5.78 2.08  0.297
10 H 2.92 4.91 1.96  0.314
11 H 1.92 4.49 3.30  0.273
12 H 0.24 5.04 -2.31  0.253
13 H 1.87 4.50 -2.52  0.294
14 H 1.57 6.21 -2.10  0.233
15 C 3.71 -7.69 -0.73  -0.636
16 O 4.05 -7.59 0.60  -0.293
17 C 4.00 -6.40 1.30  0.802
18 O 3.77 -5.31 0.80  -0.601
19 O 4.28 -6.69 2.58  -0.281
20 C 4.22 -5.68 3.54  -0.689
21 H 2.66 -7.66 -1.01  0.296
22 H 3.94 -8.67 -1.15  0.251
23 H 4.13 -6.83 -1.26  0.281
24 H 5.29 -5.48 3.67  0.285
25 H 3.58 -5.96 4.37  0.253
26 H 3.93 -4.70 3.15  0.333
27 C -5.19 0.62 -0.08  -0.657
28 O -4.52 1.54 -0.95  -0.253
29 C -5.27 2.39 -1.67  0.746
30 O -6.44 2.27 -1.86  -0.550
31 O -4.46 3.34 -2.09  -0.276
32 C -4.98 4.47 -2.82  -0.674
33 H -5.76 -0.14 -0.60  0.313
34 H -5.83 1.07 0.68  0.290
35 H -4.38 0.01 0.33  0.227
36 H -4.11 4.81 -3.37  0.193
37 H -5.18 5.11 -1.96  0.305
38 H -5.98 4.30 -3.24  0.336



Record 2
The following is a DFT calculation (ωB97M-V/def2-TZVPD) of 2 unconnected molecules or ions with the total composition C4H13N2.

The calculation puts the orbital gap at 5.2 eV. The value obtained for the total energy is -7327.653 eV. As for the charge: +1. As for the spin multiplicity: 1. Its energy above the lowest of the compared OMol25 structures with the same formula, charge and spin is 5.834 eV. The value obtained for the highest occupied orbital energy is -13.012 eV. The largest force on an atom comes out at 0.108 hartree/bohr.

Last column: Mulliken charge in e.
Atoms and positions in Å:
1 C 0.35 -1.83 -1.05  -1.270
2 C 0.32 -0.33 -1.32  0.250
3 C -0.76 0.38 -0.49  -0.563
4 C -1.60 1.48 1.56  -0.931
5 N -0.58 0.65 0.90  -0.280
6 N 2.11 -0.22 0.50  -0.527
7 H 1.04 -2.27 -1.76  0.354
8 H -0.66 -2.25 -1.31  0.378
9 H 0.51 -2.03 -0.01  0.476
10 H 0.27 0.07 -2.32  0.349
11 H -1.01 1.35 -1.02  0.413
12 H -1.66 -0.23 -0.63  0.357
13 H -2.43 0.83 1.85  0.299
14 H -1.24 1.80 2.53  0.358
15 H -1.84 2.37 0.95  0.349
16 H 0.36 1.02 1.03  0.241
17 H 1.42 -0.08 -0.41  0.205
18 H 2.87 0.44 0.59  0.252
19 H 2.52 -1.16 0.41  0.290



Record 3
The following is a DFT calculation (ωB97M-V/def2-TZVPD) of a molecular structure, C29H27F2N5O10PRuS3.

The calculation puts the orbital gap (alpha / beta) at 6.8 / 7.6 eV. The value obtained for the total energy is -108249.044 eV. As for the charge: 0. As for the spin multiplicity: 2. Its energy above the lowest of the compared OMol25 structures with the same formula, charge and spin is 2.885 eV. As for the expectation value of S²: 0.791. The value obtained for the highest occupied orbital energy (alpha / beta) is -7.969 / -8.384 eV. The largest force on an atom comes out at 0.051 hartree/bohr.

Last column: Löwdin spin population.
Atoms and positions in Å:
1 Ru 0.10 -0.02 0.19  0.901
2 F 3.44 -4.18 0.65  -0.002
3 C 3.02 -3.13 -0.08  -0.002
4 C 2.35 -2.11 0.56  0.000
5 C 1.94 -1.01 -0.18  -0.043
6 C 2.28 -0.93 -1.53  0.001
7 C 2.89 -2.02 -2.13  -0.002
8 F 3.11 -2.00 -3.47  -0.002
9 C 3.28 -3.14 -1.43  0.009
10 C 1.99 0.33 -2.19  -0.002
11 C 2.70 0.86 -3.25  0.000
12 C 2.35 2.11 -3.74  0.000
13 C 1.31 2.81 -3.15  0.001
14 C 0.66 2.24 -2.08  0.000
15 N 1.00 1.03 -1.61  -0.007
16 H 2.15 -2.20 1.61  -0.001
17 H 3.75 -3.98 -1.93  0.001
18 H 3.51 0.30 -3.69  0.000
19 H 2.90 2.53 -4.58  0.000
20 H 1.01 3.78 -3.52  0.000
21 H -0.14 2.74 -1.56  0.000
22 O -2.36 -5.14 2.70  0.001
23 C -1.79 -4.42 3.64  0.000
24 O -1.84 -4.72 4.81  0.000
25 C -1.04 -3.19 3.23  0.000
26 C -0.47 -2.35 4.15  0.000
27 N 0.14 -1.38 3.46  0.000
28 N -0.01 -1.51 2.14  0.016
29 C -0.73 -2.60 1.98  0.001
30 C -1.04 -3.01 0.58  0.006
31 O -1.71 -4.04 0.39  0.005
32 O -0.56 -2.26 -0.33  0.076
33 H -2.16 -4.77 1.79  0.000
34 H -0.49 -2.40 5.22  0.000
35 H 0.55 -0.54 3.84  0.000
36 O -1.30 1.15 4.40  0.000
37 S -2.15 0.99 3.25  0.002
38 O -3.02 -0.16 3.23  0.000
39 N -1.27 1.08 1.86  0.010
40 C -1.63 2.16 1.14  0.000
41 O -1.17 2.37 0.02  0.007
42 C -2.66 3.02 1.79  0.000
43 C -3.22 4.19 1.32  0.000
44 C -4.22 4.79 2.09  0.000
45 C -4.63 4.23 3.29  0.000
46 C -4.06 3.05 3.77  0.000
47 C -3.07 2.48 2.99  0.001
48 H -2.90 4.61 0.38  0.000
49 H -4.68 5.71 1.75  0.000
50 H -5.41 4.71 3.87  0.000
51 H -4.38 2.60 4.70  0.000
52 S 1.86 2.00 0.94  0.000
53 C 2.67 1.92 2.38  0.000
54 N 3.97 2.22 2.51  -0.003
55 C 4.61 1.87 3.77  0.000
56 C 3.52 1.96 4.81  0.000
57 S 1.98 1.52 3.93  0.000
58 H 4.50 2.36 1.66  0.000
59 H 5.43 2.56 3.99  0.000
60 H 5.02 0.85 3.71  0.000
61 H 3.40 2.97 5.19  0.000
62 H 3.66 1.27 5.65  0.000
63 C -2.83 -2.69 -2.03  0.000
64 O -2.82 -1.25 -1.85  0.008
65 P -1.53 -0.34 -1.70  0.012
66 O -2.11 0.97 -2.42  -0.003
67 C -3.26 1.68 -1.91  0.000
68 O -0.54 -0.85 -2.84  0.004
69 C -0.93 -0.88 -4.21  0.001
70 H -3.60 -2.90 -2.76  0.000
71 H -3.05 -3.18 -1.10  0.000
72 H -1.87 -3.04 -2.39  0.000
73 H -3.98 0.99 -1.46  0.000
74 H -3.73 2.17 -2.75  0.000
75 H -2.95 2.41 -1.18  0.000
76 H -0.25 -1.58 -4.71  0.000
77 H -0.83 0.11 -4.65  0.000
78 H -1.96 -1.23 -4.33  0.000



Record 4
The following is a DFT calculation (ωB97M-V/def2-TZVPD) of a molecular structure, C15H19MnN3O3.

The calculation puts the orbital gap (alpha / beta) at 5.6 / 4.8 eV. The value obtained for the total energy is -57744.439 eV. As for the charge: +4. As for the spin multiplicity: 4. Its energy above the lowest of the compared OMol25 structures with the same formula, charge and spin is 0.000 eV. As for the expectation value of S²: 3.907. The value obtained for the highest occupied orbital energy (alpha / beta) is -22.937 / -22.938 eV. The largest force on an atom comes out at 0.080 hartree/bohr.

Last column: Löwdin spin population.
Atoms and positions in Å:
1 N 0.54 1.93 0.21  0.006
2 C 0.50 3.08 0.36  0.007
3 C 0.51 4.50 0.59  0.001
4 H -0.53 4.86 0.55  0.000
5 H 1.10 4.97 -0.20  0.001
6 H 0.95 4.69 1.58  0.000
7 N 2.14 -1.30 -0.28  -0.015
8 C 3.10 -1.94 -0.24  0.004
9 C 4.30 -2.73 -0.15  0.001
10 H 5.03 -2.33 -0.85  0.000
11 H 4.05 -3.77 -0.42  0.000
12 H 4.67 -2.68 0.88  0.000
13 N -1.48 -1.45 0.20  -0.007
14 C -2.58 -1.75 0.37  0.004
15 C -3.91 -2.23 0.63  0.001
16 H -3.87 -3.00 1.41  0.000
17 H -4.31 -2.66 -0.30  0.000
18 H -4.53 -1.38 0.94  0.000
19 Mn 0.17 -0.16 -1.12  2.311
20 C 0.45 -1.99 2.23  0.000
21 O -0.29 -2.69 2.75  0.000
22 C 1.87 0.39 2.24  0.000
23 O 2.57 1.26 2.43  0.000
24 C 0.64 1.33 -2.89  -0.068
25 C -0.74 1.39 -2.68  -0.054
26 C -1.50 0.20 -2.61  -0.044
27 C -0.87 -1.05 -2.81  -0.060
28 C 0.54 -1.12 -2.95  -0.040
29 C 1.29 0.08 -2.95  -0.036
30 H 1.23 2.25 -2.95  -0.002
31 H -1.24 2.35 -2.55  -0.001
32 H -2.57 0.24 -2.43  -0.001
33 H -1.46 -1.97 -2.82  -0.002
34 H 1.03 -2.09 -3.05  -0.001
35 H 2.38 0.03 -3.03  -0.001
36 C -1.52 0.55 3.59  0.161
37 O -1.63 1.00 2.24  0.685
38 H -2.15 1.14 4.28  0.056
39 H -0.48 0.58 3.96  0.082
40 H -1.86 -0.50 3.61  0.004
41 H -1.51 1.96 2.23  0.004